(1)
The following is a quantum chemistry calculation of a structure of composition C4H9N2, from the Open Molecules 2025 dataset.

```
15
Properties=species:S:1:pos:R:3
C -1.74 0.51 -1.96
C -0.73 0.36 -1.30
C 0.63 1.56 0.22
C 1.15 -0.81 -0.30
N -0.28 -1.45 1.40
N 0.32 0.23 -0.46
H -2.66 0.79 -2.40
H 1.47 1.98 -0.37
H -0.39 1.97 0.07
H 0.82 1.36 1.27
H 2.18 -0.54 -0.28
H -0.66 -2.46 2.21
H 0.83 -1.58 -0.93
H 0.14 -0.78 1.99
H -1.08 -1.14 0.85
```

Frontier orbital gap (alpha / beta)   8.517 / 8.517 eV
LUMO energy (alpha / beta)   -5.52 / -5.52 eV
Largest force on an atom   0.119 Eh/bohr
Multiplicity   1
HOMO (alpha / beta)   -0.5158 / -0.5158 Ha
Charge   +1
E_tot   -266.8616 hartree

---

(2)
The following is a quantum chemistry calculation of a cluster of 10 separate species, C31H77O13 in total, from the Open Molecules 2025 dataset.

```
121
Properties=species:S:1:pos:R:3
O 1.38 -3.12 2.66
C 0.28 -2.84 2.26
O -0.78 -3.44 2.83
C -1.74 -3.89 1.85
C -3.17 -3.55 2.43
C -3.34 -2.01 2.16
O -2.96 -1.21 3.03
O -3.82 -1.69 1.03
H 0.22 -2.10 1.43
H -1.72 -4.99 1.68
H -1.66 -3.38 0.88
H -3.95 -4.16 1.92
H -3.10 -3.75 3.52
C 0.80 -1.64 -2.82
C -0.51 -1.79 -2.05
C -1.08 -0.44 -1.66
O -0.27 -2.57 -0.88
H 1.56 -1.14 -2.21
H 1.20 -2.62 -3.09
H 0.65 -1.06 -3.74
H -1.23 -2.33 -2.66
H -0.38 0.10 -1.01
H -2.01 -0.56 -1.09
H -1.28 0.17 -2.54
H 0.37 -2.10 -0.34
C 2.88 1.70 2.31
C 2.11 1.62 1.00
C 1.25 2.86 0.79
O 1.28 0.46 1.02
H 2.20 1.77 3.16
H 3.48 0.80 2.45
H 3.54 2.57 2.32
H 2.80 1.51 0.16
H 0.51 2.96 1.59
H 0.69 2.78 -0.15
H 1.86 3.76 0.76
H 0.66 0.55 1.75
C -4.71 -4.87 7.85
C -4.82 -4.04 6.58
C -5.65 -2.78 6.82
O -5.43 -4.82 5.56
H -5.69 -5.19 8.20
H -4.12 -5.77 7.67
H -4.23 -4.30 8.66
H -3.83 -3.76 6.23
H -6.66 -3.03 7.13
H -5.73 -2.20 5.90
H -5.19 -2.15 7.59
H -6.31 -5.07 5.86
C 2.74 -5.20 -0.14
C 1.94 -6.39 -0.66
C 2.58 -6.99 -1.90
O 0.62 -5.96 -0.95
H 2.79 -4.41 -0.89
H 2.27 -4.78 0.75
H 3.76 -5.50 0.12
H 1.87 -7.15 0.12
H 2.63 -6.25 -2.71
H 1.99 -7.83 -2.27
H 3.60 -7.34 -1.70
H 0.67 -5.28 -1.63
C 1.78 0.31 6.61
C 2.16 1.78 6.68
C 1.61 2.43 7.94
O 1.67 2.45 5.53
H 0.70 0.19 6.58
H 2.18 -0.15 5.71
H 2.17 -0.24 7.48
H 3.25 1.88 6.67
H 0.51 2.39 7.95
H 1.88 3.49 7.97
H 1.98 1.95 8.84
H 0.71 2.37 5.53
C 0.77 2.97 -6.16
C 0.71 1.85 -5.13
C 1.49 2.20 -3.88
O 1.23 0.65 -5.70
H 1.81 3.15 -6.47
H 0.21 2.70 -7.06
H 0.36 3.90 -5.76
H -0.34 1.66 -4.87
H 2.55 2.36 -4.11
H 1.44 1.39 -3.15
H 1.11 3.11 -3.41
H 2.15 0.81 -5.94
C 1.38 7.84 -4.38
C 1.32 6.72 -3.36
C 2.10 7.07 -2.10
O 1.84 5.52 -3.92
H 2.42 8.02 -4.69
H 0.83 7.57 -5.28
H 0.97 8.77 -3.98
H 0.28 6.52 -3.09
H 3.16 7.23 -2.34
H 2.06 6.26 -1.38
H 1.71 7.98 -1.63
H 2.77 5.68 -4.16
C -8.16 -3.47 -0.97
C -7.35 -3.35 0.31
C -7.53 -1.98 0.95
O -5.98 -3.57 0.04
H -7.83 -2.72 -1.71
H -8.02 -4.45 -1.43
H -9.23 -3.32 -0.79
H -7.67 -4.13 1.02
H -7.17 -1.19 0.29
H -6.94 -1.91 1.87
H -8.58 -1.79 1.20
H -5.68 -2.89 -0.57
C 6.39 4.75 -7.50
C 5.89 5.33 -6.19
C 6.57 4.67 -5.00
O 4.48 5.17 -6.09
H 6.16 3.68 -7.56
H 5.89 5.23 -8.35
H 7.47 4.88 -7.61
H 6.09 6.41 -6.17
H 6.34 3.60 -4.98
H 6.19 5.09 -4.06
H 7.65 4.79 -5.03
H 4.29 4.22 -6.11
```

Frontier orbital gap   5.851 eV
LUMO energy   1.73 eV
Largest force on an atom   0.057 Eh/bohr
Multiplicity   1
HOMO   -0.1513 Ha
Charge   -1
E_tot   -2205.4770 hartree

---

(3)
The following is a quantum chemistry calculation of a cluster of 16 separate species, C19H66F3N30O17 in total, from the Open Molecules 2025 dataset.

```
135
Properties=species:S:1:pos:R:3
C -0.73 0.46 1.07
O -0.66 -0.43 -0.07
O -1.99 0.22 1.67
C 0.62 0.46 1.83
F 1.78 0.68 1.08
F 0.69 1.37 2.79
F 0.84 -0.76 2.42
C -0.20 0.18 -1.30
C -0.69 -0.83 -2.29
H 0.13 -1.53 -2.19
H -1.67 -1.17 -1.98
H -0.78 -0.52 -3.34
H 0.88 0.25 -1.42
H -0.73 1.12 -1.42
H -0.81 1.45 0.64
C 4.38 -1.53 2.29
O 4.27 -0.68 1.44
N 3.45 -2.31 2.89
N 5.57 -1.92 2.64
H 3.72 -3.10 3.45
H 2.48 -2.06 2.76
H 6.29 -1.42 2.14
H 5.75 -2.13 3.61
C -4.54 0.07 -1.26
O -5.60 0.10 -1.84
N -4.22 -0.77 -0.36
N -3.64 1.02 -1.18
H -4.93 -1.35 0.05
H -3.29 -0.75 0.03
H -2.88 0.97 -0.52
H -3.69 1.77 -1.85
C -3.17 -0.76 5.56
O -3.78 -1.36 6.42
N -3.44 0.49 5.46
N -2.24 -1.16 4.78
H -2.89 1.10 4.87
H -4.01 0.96 6.15
H -1.91 -0.44 4.15
H -1.84 -2.08 4.84
C -0.99 4.23 -0.99
O -1.88 4.61 -0.20
N 0.23 4.28 -0.86
N -1.42 3.77 -2.19
H 0.70 4.87 -0.18
H 0.71 3.75 -1.57
H -0.70 3.37 -2.78
H -2.41 3.72 -2.38
C 0.79 2.96 6.75
O 2.05 2.94 6.74
N 0.01 2.89 5.70
N 0.06 3.31 7.77
H -0.99 2.77 5.81
H 0.48 2.70 4.82
H -0.93 3.44 7.64
H 0.61 3.42 8.61
C -4.30 3.92 2.55
O -4.68 3.30 3.48
N -3.41 3.43 1.77
N -4.73 5.07 2.11
H -3.05 3.99 1.01
H -3.06 2.50 1.94
H -5.42 5.47 2.73
H -4.32 5.49 1.29
C 2.29 2.87 -3.33
O 2.80 1.84 -3.00
N 1.42 2.98 -4.28
N 2.66 4.02 -2.77
H 1.44 2.12 -4.82
H 1.19 3.81 -4.80
H 2.26 4.87 -3.15
H 3.26 4.11 -1.96
C 2.64 3.66 2.79
O 1.53 4.05 3.15
N 3.48 4.28 2.03
N 3.21 2.55 3.14
H 3.22 5.16 1.61
H 4.43 3.94 2.12
H 4.08 2.40 2.64
H 2.71 1.91 3.74
C -2.41 -3.66 -5.08
O -3.14 -4.17 -5.93
N -1.35 -2.97 -5.27
N -2.74 -3.81 -3.80
H -0.77 -2.57 -4.55
H -1.21 -2.75 -6.25
H -2.11 -3.36 -3.15
H -3.40 -4.54 -3.59
C 5.19 2.28 -0.55
O 5.05 3.42 -0.89
N 6.38 1.63 -0.43
N 4.19 1.50 -0.37
H 7.13 2.28 -0.62
H 6.51 0.69 -0.09
H 4.24 0.84 0.40
H 3.36 2.06 -0.53
C -2.10 -3.86 0.66
O -2.31 -5.04 0.69
N -2.68 -3.04 1.48
N -1.18 -3.31 -0.07
H -3.28 -3.46 2.18
H -2.37 -2.07 1.42
H -0.48 -3.92 -0.45
H -1.10 -2.30 -0.08
C 2.07 -4.16 -5.51
O 3.17 -3.99 -6.12
N 1.81 -3.52 -4.40
N 1.00 -4.91 -5.88
H 2.56 -2.99 -3.99
H 1.15 -3.85 -3.71
H 0.10 -4.69 -5.46
H 1.01 -5.46 -6.73
C 3.49 -2.55 -1.86
O 2.88 -2.68 -0.83
N 3.33 -1.44 -2.55
N 4.22 -3.51 -2.34
H 3.86 -1.33 -3.40
H 2.69 -0.73 -2.22
H 4.54 -3.46 -3.30
H 4.27 -4.37 -1.82
C -4.16 -0.20 -5.73
O -4.97 0.44 -6.40
N -2.92 -0.40 -6.13
N -4.35 -1.02 -4.74
H -2.42 0.29 -6.67
H -2.44 -0.75 -5.32
H -5.31 -1.35 -4.68
H -3.66 -1.56 -4.24
C -0.27 -4.11 4.49
O 0.04 -4.69 5.53
N -1.38 -4.11 3.88
N 0.44 -3.34 3.76
H -1.62 -3.55 3.07
H -2.11 -4.64 4.33
H 1.17 -2.73 4.10
H -0.08 -2.92 3.00
```

Frontier orbital gap   7.881 eV
LUMO energy   1.16 eV
Largest force on an atom   0.200 Eh/bohr
Multiplicity   1
HOMO   -0.2470 Ha
Charge   -1
E_tot   -3985.3383 hartree

---

(4)
The following is a quantum chemistry calculation of the ion C4H9BrN with charge +1, from the Open Molecules 2025 dataset.

```
15
Properties=species:S:1:pos:R:3
C -0.54 -1.89 -0.17
C -0.67 -0.44 0.31
Br -2.57 0.15 0.00
N 0.16 0.42 -0.37
C 0.26 1.85 0.02
C 1.38 0.91 0.12
H -1.00 -2.08 -1.16
H 0.53 -2.24 0.03
H -1.10 -2.55 0.35
H -0.53 -0.27 1.37
H 0.27 0.15 -1.31
H -0.27 2.11 0.92
H 0.13 2.62 -0.68
H 2.33 0.89 -0.46
H 1.63 0.37 1.02
```

Frontier orbital gap   11.336 eV
LUMO energy   -3.33 eV
Largest force on an atom   0.090 Eh/bohr
Multiplicity   1
HOMO   -0.5390 Ha
Structure (SMILES)   C[C@H](Br)[NH+]1CC1
Charge   +1
E_tot   -2786.2510 hartree

---

(5)
The following is a quantum chemistry calculation of a structure of composition C12H12GaN4S2, from the Open Molecules 2025 dataset.

```
31
Properties=species:S:1:pos:R:3
Ga 0.17 -0.44 0.24
C 1.39 -2.16 3.13
C 0.33 -2.92 2.66
C 0.44 -3.63 1.46
C 1.61 -3.53 0.71
C 2.69 -2.79 1.20
C 2.56 -2.07 2.39
H 1.33 -1.69 4.10
H -0.60 -2.94 3.21
H -0.37 -4.26 1.13
H 1.71 -4.06 -0.23
H 3.65 -2.86 0.72
H 3.41 -1.52 2.78
N 2.65 2.82 -0.17
C 1.47 2.98 -0.68
N 0.49 2.10 -0.71
C -0.60 2.61 -1.35
C -0.43 3.96 -1.82
S 1.06 4.56 -1.47
C -1.77 1.88 -1.56
C -2.89 2.42 -2.29
S -4.12 1.34 -2.42
C -3.13 0.15 -1.48
N -1.94 0.61 -1.12
N -3.62 -1.03 -1.22
H 2.92 1.94 0.27
H 3.36 3.54 -0.19
H -1.16 4.57 -2.34
H -2.98 3.41 -2.73
H -4.55 -1.30 -1.54
H -3.10 -1.72 -0.70
```

Frontier orbital gap (alpha / beta)   3.313 / 3.320 eV
LUMO energy (alpha / beta)   -13.70 / -13.69 eV
Largest force on an atom   0.034 Eh/bohr
Multiplicity   1
HOMO (alpha / beta)   -0.6252 / -0.6252 Ha
Charge   +3
E_tot   -3403.5768 hartree